# 1
C22H21Br3IrN5O3P as an isolated structure at a distorted geometry, computed with ωB97M-V/def2-TZVPD.

Element x y z (Å)
Ir1 0.475 0.238 0.250
Br1 4.235 2.245 5.728
Br2 4.264 2.973 -5.791
Br3 4.465 -2.129 2.246
P1 -1.195 -1.265 0.223
O1 -0.126 0.600 -1.640
O2 1.896 -0.766 1.209
O3 1.959 1.047 -1.187
N1 -3.602 -1.939 -0.801
N2 -2.800 -3.284 1.029
N3 0.784 1.408 1.854
N4 -1.817 -3.523 -1.164
N5 0.261 2.100 -5.500
C1 -2.814 -0.754 -0.556
C2 2.498 1.931 -3.836
C3 1.055 1.054 -2.047
C4 3.529 1.325 4.307
C5 4.156 0.154 3.883
C6 1.234 1.532 -3.398
C7 3.651 -0.583 2.823
C8 -2.993 -2.863 -1.750
C9 0.147 1.626 -4.267
C10 -1.860 -2.339 1.593
C11 1.871 1.068 2.583
C12 2.471 -0.138 2.160
C13 0.101 2.522 2.138
C14 -3.969 -2.648 0.424
C15 -1.072 2.878 1.287
C16 1.467 2.495 -5.913
C17 0.518 3.314 3.221
C18 -2.197 -4.211 0.078
C19 2.609 2.415 -5.116
C20 -0.704 -2.639 -0.993
C21 2.344 1.814 3.642
C22 1.622 2.975 3.967
H1 -0.841 1.313 -3.953
H2 5.048 -0.190 4.389
H3 -1.312 -4.669 0.519
H4 -0.771 2.961 0.240
H5 -3.339 -0.082 0.125
H6 3.358 1.857 -3.185
H7 -0.412 -2.181 -1.939
H8 -1.032 -2.859 2.079
H9 -2.689 -2.323 -2.647
H10 0.161 -3.169 -0.590
H11 1.937 3.594 4.796
H12 -2.348 -1.707 2.337
H13 -2.920 -4.989 -0.156
H14 -4.694 -3.422 0.179
H15 -1.837 2.101 1.355
H16 -2.607 -0.214 -1.479
H17 -1.506 3.824 1.598
H18 -4.419 -1.952 1.132
H19 -3.723 -3.623 -2.021
H20 1.528 2.894 -6.918
H21 -0.047 4.206 3.454

Output
2S+1 ... 2
Charge ... +2
HOMO-LUMO gap (spin up / spin down) ... 0.2194 / 0.1665 Eh
HOMO energy (spin up / spin down) ... -13.69 / -13.70 eV

# 2
C15H35BrMnNO3 as an isolated structure at a distorted geometry, computed with ωB97M-V/def2-TZVPD.

Element x y z (Å)
Br1 1.208 19.916 -10.381
Mn1 -0.861 18.791 -9.519
O1 3.027 17.567 -8.730
O2 1.785 23.540 -9.779
O3 0.987 20.028 -13.699
N1 1.917 20.719 -14.386
C1 0.336 21.197 -16.200
C2 5.082 16.831 -9.746
C3 2.191 25.544 -10.961
C4 4.055 20.669 -15.637
C5 3.672 16.442 -9.320
C6 2.424 22.564 -15.912
C7 3.419 21.657 -16.614
C8 3.028 19.851 -14.837
C9 3.159 23.361 -11.778
C10 3.708 19.323 -13.553
C11 1.979 24.053 -11.090
C12 2.493 18.729 -15.721
C13 0.574 22.779 -14.244
C14 1.311 21.802 -15.171
C15 2.868 16.003 -10.547
H1 1.693 18.169 -15.231
H2 5.007 17.640 -10.476
H3 2.996 25.778 -10.266
H4 2.860 22.371 -12.146
H5 3.059 18.727 -12.917
H6 4.239 22.206 -17.078
H7 1.808 22.579 -9.815
H8 1.315 26.077 -10.583
H9 1.096 23.857 -11.716
H10 4.672 19.954 -16.179
H11 4.145 20.165 -13.019
H12 2.796 18.156 -9.458
H13 4.528 18.687 -13.889
H14 2.974 21.096 -17.441
H15 -0.165 23.334 -14.819
H16 -0.309 20.411 -15.816
H17 1.217 20.124 -12.741
H18 1.884 15.619 -10.272
H19 4.701 21.204 -14.936
H20 2.690 16.883 -11.178
H21 5.615 15.965 -10.140
H22 0.034 22.227 -13.477
H23 3.386 15.244 -11.132
H24 2.957 23.185 -15.189
H25 3.264 17.973 -15.863
H26 4.002 23.249 -11.092
H27 0.810 20.867 -17.124
H28 1.948 23.183 -16.673
H29 3.679 15.611 -8.616
H30 2.358 25.982 -11.949
H31 3.567 23.926 -12.621
H32 1.263 23.519 -13.845
H33 -0.301 22.015 -16.541
H34 5.628 17.201 -8.879
H35 2.114 19.129 -16.654

Output
2S+1 ... 6
Charge ... +1
HOMO-LUMO gap (spin up / spin down) ... 0.2899 / 0.1264 Eh
HOMO energy (spin up / spin down) ... -11.91 / -9.58 eV

# 3
C47H57I2N9NaOS2 as an isolated structure, computed with ωB97M-V/def2-TZVPD.

Element x y z (Å)
I1 -0.558 4.258 3.859
I2 -1.324 2.856 0.645
S1 -3.398 2.363 -1.851
S2 -0.421 -0.154 4.604
Na1 0.392 -0.277 0.621
O1 -5.888 1.942 2.536
N1 -2.697 -1.284 1.885
N2 -5.634 1.077 0.455
N3 0.411 -2.251 1.648
N4 -2.939 3.107 -4.310
N5 -0.508 -1.360 -1.062
N6 -4.242 0.372 2.250
N7 2.220 0.179 1.797
N8 1.258 1.027 -0.893
N9 -2.180 4.627 -2.676
C1 -1.818 -2.843 -2.281
C2 -5.263 1.164 1.825
C3 -3.676 -0.491 1.427
C4 1.571 -4.671 4.236
C5 2.227 2.927 -1.814
C6 -0.749 -0.828 -2.269
C7 3.395 0.542 3.716
C8 -1.594 -1.748 -3.057
C9 -1.927 5.071 -5.026
C10 -5.056 0.162 -0.369
C11 2.917 1.357 1.672
C12 0.756 -4.460 5.521
C13 2.889 2.193 0.502
C14 1.372 2.404 -2.731
C15 -0.231 -5.918 1.895
C16 1.874 -1.567 3.602
C17 4.546 3.847 -2.262
C18 3.652 1.613 2.853
C19 3.079 4.155 -1.938
C20 1.121 -2.567 2.736
C21 4.523 2.805 3.114
C22 0.896 -1.011 4.654
C23 -1.104 -2.608 -1.025
C24 -2.124 -1.483 -4.434
C25 -4.102 -0.674 0.064
C26 2.126 2.156 -5.122
C27 1.167 2.849 -4.146
C28 -3.498 -0.800 -4.419
C29 -0.944 -3.523 -0.011
C30 2.507 -0.305 3.004
C31 -2.805 3.431 -2.961
C32 2.158 2.046 -0.650
C33 5.950 2.637 2.579
C34 0.151 3.222 2.128
C35 0.165 -4.481 2.063
C36 -0.169 -3.410 1.199
C37 3.839 0.390 5.146
C38 0.765 1.206 -2.120
C39 -6.575 2.047 -0.082
C40 -3.979 -4.118 -1.984
C41 -1.779 5.380 -3.648
C42 -2.517 3.888 -5.310
C43 -0.191 0.374 -2.764
C44 1.006 -3.946 3.044
C45 5.172 -0.358 5.303
C46 0.734 -6.695 0.993
C47 -2.588 -4.080 -2.628
H1 3.929 1.379 5.605
H2 5.932 2.459 1.501
H3 3.066 -0.144 5.704
H4 -7.568 1.608 -0.214
H5 2.647 -2.116 4.142
H6 -0.491 0.670 -3.767
H7 -1.574 5.725 -5.808
H8 4.567 2.995 4.192
H9 0.687 -3.398 5.762
H10 5.140 4.766 -2.326
H11 -1.298 6.310 -3.349
H12 -3.488 0.043 -3.723
H13 2.603 -4.352 4.416
H14 5.105 -1.355 4.859
H15 3.037 4.716 -1.000
H16 1.738 -6.694 1.424
H17 6.435 1.777 3.047
H18 -3.897 -4.012 -0.900
H19 3.162 2.367 -4.850
H20 -0.276 -6.407 2.873
H21 -2.689 -4.156 -3.715
H22 4.630 3.322 -3.217
H23 4.981 3.210 -1.491
H24 0.925 3.841 1.698
H25 5.449 -0.471 6.359
H26 -4.599 -3.296 -2.354
H27 1.607 -5.744 4.019
H28 0.142 2.627 -4.454
H29 -6.651 2.862 0.629
H30 -2.655 3.508 -6.314
H31 0.568 2.281 2.476
H32 -2.196 -2.423 -4.992
H33 -1.414 -0.854 -4.976
H34 -1.238 -5.979 1.471
H35 -1.410 -4.493 -0.175
H36 -0.262 -4.833 5.383
H37 -4.267 -1.498 -4.076
H38 2.670 4.808 -2.716
H39 0.797 -6.220 0.012
H40 6.563 3.526 2.773
H41 -3.617 -1.388 -0.591
H42 -3.349 2.200 -4.485
H43 -6.207 2.419 -1.038
H44 1.966 2.485 -6.157
H45 1.985 1.074 -5.074
H46 3.535 3.068 0.538
H47 -3.791 -0.443 -5.414
H48 -5.397 0.163 -1.398
H49 5.979 0.179 4.795
H50 -2.023 -4.957 -2.299
H51 -2.093 -1.759 1.229
H52 -4.497 -5.059 -2.199
H53 1.205 -4.977 6.377
H54 0.418 -7.736 0.857
H55 4.078 3.695 2.659
H56 1.298 3.935 -4.219
H57 -2.259 -1.015 2.754

Output
2S+1 ... 2
Charge ... -2
HOMO-LUMO gap (spin up / spin down) ... 0.1285 / 0.1303 Eh
HOMO energy (spin up / spin down) ... -0.19 / -0.24 eV